# C37H53AsN5RuSSi2Te

C37H53AsN5RuSSi2Te as an isolated structure at a distorted geometry (the ωB97M-V functional and the def2-TZVPD basis, the OMol25 dataset).

Properties
frontier orbital gap (alpha / beta): 0.2345 / 0.2242 Ha
E_LUMO (alpha / beta): -0.72 / -0.95 eV
expectation value of S²: 0.7778
highest occupied orbital energy (alpha / beta): -0.2608 / -0.2593 hartree

Geometry as ORCA input:
```
! RIJCOSX wB97M-V def2-TZVPD def2/J DEFGRID3
* xyz 0 2
Ru 0.655 1.455 -0.445
C -4.891 0.996 2.074
C -3.804 1.599 2.950
N -2.414 1.123 2.715
C -1.725 1.343 1.547
S -0.172 2.122 1.727
N -2.247 1.029 0.385
N -1.401 1.395 -0.597
C -1.888 1.779 -1.709
C -3.276 1.427 -2.134
C -1.042 2.742 -2.428
C -1.486 3.447 -3.534
C -0.746 4.519 -4.004
C 0.413 4.876 -3.347
C 0.828 4.090 -2.290
N 0.140 3.026 -1.857
H -5.843 1.486 2.303
H -4.992 -0.074 2.256
H -4.663 1.139 1.020
H -4.013 1.354 3.989
H -3.828 2.688 2.851
H -1.820 1.371 3.488
H -3.585 0.525 -1.618
H -3.317 1.257 -3.212
H -3.993 2.217 -1.881
H -2.434 3.182 -3.986
H -1.077 5.076 -4.871
H 1.001 5.731 -3.653
H 1.755 4.291 -1.774
C 3.218 -1.819 3.896
N 2.570 -0.599 3.464
C 1.333 -0.337 4.165
C 2.567 -0.285 2.032
C 1.687 -1.109 1.089
C 1.816 -2.500 1.104
C 1.106 -3.318 0.233
C 0.245 -2.747 -0.684
C 0.121 -1.360 -0.732
C 0.834 -0.514 0.124
H 3.526 -1.710 4.941
H 4.114 -1.993 3.296
H 2.579 -2.715 3.838
H 1.505 -0.434 5.241
H 0.515 -1.022 3.880
H 1.005 0.678 3.959
H 3.602 -0.362 1.685
H 2.278 0.752 1.937
H 2.510 -2.962 1.798
H 1.234 -4.395 0.271
H -0.320 -3.366 -1.374
H -0.534 -0.939 -1.486
C 6.090 2.233 0.184
Si 4.511 3.131 -0.250
C 4.959 4.445 -1.506
C 3.759 3.887 1.286
As 2.991 1.498 -0.947
Si 3.209 1.222 -3.266
C 1.830 0.007 -3.640
C 3.016 2.667 -4.447
C 4.884 0.471 -3.619
H 6.875 2.924 0.517
H 6.465 1.684 -0.689
H 5.908 1.505 0.982
H 5.752 5.082 -1.094
H 4.110 5.089 -1.767
H 5.336 3.989 -2.429
H 4.087 4.920 1.447
H 4.034 3.297 2.168
H 2.669 3.880 1.215
H 0.887 0.411 -3.255
H 2.011 -0.941 -3.127
H 1.697 -0.189 -4.712
H 1.963 2.864 -4.667
H 3.522 2.413 -5.386
H 3.460 3.591 -4.060
H 5.057 -0.423 -3.012
H 5.680 1.192 -3.389
H 4.973 0.197 -4.678
Te -3.241 -2.048 0.193
C -5.004 -3.219 0.127
C -5.452 -3.935 1.239
C -6.658 -4.626 1.191
C -7.427 -4.620 0.031
C -6.982 -3.918 -1.082
C -5.781 -3.216 -1.033
C -2.180 -3.423 1.387
C -2.167 -4.786 1.087
C -1.355 -5.649 1.809
C -0.547 -5.158 2.833
C -0.576 -3.806 3.147
C -1.388 -2.935 2.423
H -4.859 -3.954 2.146
H -7.000 -5.162 2.068
H -8.366 -5.161 -0.002
H -7.566 -3.922 -1.998
H -5.443 -2.663 -1.906
H -2.796 -5.170 0.291
H -1.335 -6.704 1.558
H 0.102 -5.830 3.385
H 0.050 -3.425 3.947
H -1.407 -1.873 2.661
*
```

# C5H10O2

C5H10O2 in the gas phase at a distorted geometry (the ωB97M-V functional and the def2-TZVPD basis, the OMol25 dataset).

Properties
frontier orbital gap (alpha / beta): 0.2944 / 0.2886 Ha
E_LUMO (alpha / beta): 0.46 / 0.13 eV
highest occupied orbital energy (alpha / beta): -0.2774 / -0.2837 hartree

Geometry as ORCA input:
```
! RIJCOSX wB97M-V def2-TZVPD def2/J DEFGRID3
* xyz 0 1
O -0.792 0.905 -2.574
C 0.226 1.110 -1.620
C 0.115 0.119 -0.488
C 1.223 0.083 0.603
C 0.766 -0.691 1.743
C -1.145 -1.189 0.531
O -1.153 0.154 0.082
H -1.615 0.834 -2.072
H 0.197 2.142 -1.223
H 1.187 0.979 -2.129
H -0.090 -1.406 -0.102
H 1.324 1.135 0.911
H 2.161 -0.249 0.153
H 0.150 -0.193 2.487
H 1.349 -1.535 2.103
H -1.549 -1.326 1.536
H -1.756 -1.785 -0.161
*
```

# C3H6FN3

C3H6FN3 in the gas phase at a distorted geometry (the ωB97M-V functional and the def2-TZVPD basis, the OMol25 dataset).

Properties
frontier orbital gap: 0.3554 Ha
E_LUMO: 0.84 eV
SMILES: [H]/N=C\N(N)/C=C\F
highest occupied orbital energy: -0.3244 hartree

Geometry as ORCA input:
```
! RIJCOSX wB97M-V def2-TZVPD def2/J DEFGRID3
* xyz 0 1
H 2.072 0.145 -0.132
N 2.116 -0.420 0.714
C 0.905 -0.770 0.759
N -0.345 -0.521 0.091
N -1.557 -0.883 0.700
C -0.675 0.618 -0.689
C 0.108 1.486 -1.251
F 1.453 1.325 -1.398
H 0.747 -1.488 1.510
H -1.317 -0.595 1.763
H -1.581 -1.882 0.668
H -1.683 0.791 -0.739
H -0.244 2.193 -1.996
*
```

# C5H9NO

C5H9NO as an isolated structure (the ωB97M-V functional and the def2-TZVPD basis, the OMol25 dataset).

Properties
frontier orbital gap: 0.3313 Ha
E_LUMO: 0.76 eV
highest occupied orbital energy: -0.3033 hartree

Geometry as ORCA input:
```
! RIJCOSX wB97M-V def2-TZVPD def2/J DEFGRID3
* xyz 0 1
C -2.433 1.458 0.405
C -1.334 -0.067 0.412
N -2.399 -0.324 -0.321
O -0.186 -0.514 -0.213
C 1.074 -0.518 0.433
C 2.229 -0.015 -0.370
C 2.146 -1.481 -0.021
H -2.455 1.720 1.459
H -1.883 2.171 -0.205
H -3.455 1.428 0.033
H -2.129 -0.512 -1.304
H 1.025 -0.300 1.495
H 2.001 0.238 -1.402
H 2.967 0.623 0.107
H 1.933 -2.182 -0.823
H 2.847 -1.869 0.720
*
```

# C9H10BrF2OPS

C9H10BrF2OPS as an isolated structure at a distorted geometry (the ωB97M-V functional and the def2-TZVPD basis, the OMol25 dataset).

Properties
frontier orbital gap: 0.3193 Ha
E_LUMO: 0.05 eV
highest occupied orbital energy: -0.3174 hartree

Geometry as ORCA input:
```
! RIJCOSX wB97M-V def2-TZVPD def2/J DEFGRID3
* xyz 0 1
C -0.041 -1.019 -1.017
C -1.137 -0.907 -1.910
C -1.126 0.521 0.499
C -0.065 -0.334 0.186
C -2.169 -0.126 -1.582
C -2.176 0.603 -0.362
C 2.571 1.881 0.619
C 1.037 -0.513 1.194
C -3.494 -1.526 1.014
O -5.334 -0.628 -0.855
F -3.071 -2.598 0.392
F -3.238 -1.734 2.303
P -4.877 -0.716 0.512
S 1.696 1.007 1.946
Br -3.525 1.948 0.058
H 0.704 -1.904 -1.131
H -1.272 -1.572 -2.802
H -1.058 0.879 1.553
H 1.946 1.754 -0.276
H 3.665 1.430 0.418
H 2.514 2.850 1.077
H 0.573 -1.257 1.932
H 1.837 -1.062 0.593
H -2.954 0.151 -2.216
H -5.263 0.370 1.296
*
```

# C6H8

C6H8 in the gas phase (the ωB97M-V functional and the def2-TZVPD basis, the OMol25 dataset).

Properties
frontier orbital gap: 0.3619 Ha
E_LUMO: 0.92 eV
highest occupied orbital energy: -0.3280 hartree

Geometry as ORCA input:
```
! RIJCOSX wB97M-V def2-TZVPD def2/J DEFGRID3
* xyz 0 1
C 2.044 0.096 -0.583
C 0.950 0.901 -0.036
C 0.124 1.714 0.459
C -0.508 0.234 0.835
C -1.920 0.019 0.350
C -0.880 -0.964 -0.047
H 2.556 -0.475 0.199
H 2.767 0.787 -1.030
H 1.699 -0.592 -1.360
H -0.322 -0.017 1.875
H -2.657 -0.258 1.099
H -2.268 0.723 -0.400
H -0.868 -1.937 0.435
H -0.556 -0.971 -1.084
*
```

# C14H28BCl8FNO3

A 5-piece molecular cluster, C14H28BCl8FNO3 overall (the ωB97M-V functional and the def2-TZVPD basis, the OMol25 dataset).

Properties
frontier orbital gap: 0.2783 Ha
E_LUMO: 2.15 eV
highest occupied orbital energy: -0.1994 hartree

Geometry as ORCA input:
```
! RIJCOSX wB97M-V def2-TZVPD def2/J DEFGRID3
* xyz -1 1
C -4.154 2.009 -0.889
C -2.635 1.931 -1.124
C -2.294 2.351 -2.559
C -2.130 0.506 -0.833
C -0.701 0.330 -0.283
C -0.516 1.174 1.003
C 0.880 1.185 1.579
O 1.774 1.850 1.132
N 1.068 0.338 2.704
C 0.239 0.746 3.852
C 2.484 0.208 3.041
C -0.478 -1.188 0.013
O 0.215 -1.664 -1.116
B 1.107 -0.524 -1.464
F 2.181 -0.543 -0.455
O 0.233 0.639 -1.283
H -4.383 2.029 0.182
H -4.639 1.131 -1.335
H -4.580 2.904 -1.353
H -2.168 2.642 -0.438
H -2.587 1.555 -3.254
H -2.848 3.253 -2.845
H -1.223 2.530 -2.676
H -2.162 -0.064 -1.769
H -2.818 0.012 -0.131
H -1.209 0.752 1.740
H -0.764 2.225 0.823
H 0.884 1.031 4.689
H -0.418 -0.069 4.177
H -0.398 1.600 3.606
H 2.953 1.174 3.265
H 3.004 -0.235 2.188
H 2.575 -0.468 3.895
H 0.046 -1.375 0.962
H -1.422 -1.743 0.062
H 1.651 -0.601 -2.547
C 3.966 -2.861 -1.280
Cl 4.093 -2.945 -3.044
Cl 5.565 -3.060 -0.522
H 3.554 -1.898 -0.989
H 3.330 -3.668 -0.941
C -6.448 5.201 1.014
Cl -6.033 5.259 -0.702
Cl -5.103 4.654 2.021
H -6.721 6.200 1.330
H -7.274 4.512 1.140
C 8.394 -2.593 -2.716
Cl 8.990 -3.326 -4.215
Cl 9.463 -2.926 -1.344
H 8.346 -1.521 -2.857
H 7.415 -3.000 -2.495
C -1.579 -5.097 0.492
Cl -2.039 -6.753 0.937
Cl -2.226 -3.894 1.605
H -0.499 -5.025 0.504
H -1.965 -4.889 -0.498
*
```

# C24H38N4O5PTb

C24H38N4O5PTb as an isolated structure (the ωB97M-V functional and the def2-TZVPD basis, the OMol25 dataset).

Properties
frontier orbital gap (alpha / beta): 0.2942 / 0.2915 Ha
E_LUMO (alpha / beta): 0.23 / 0.23 eV
expectation value of S²: 12.6757
highest occupied orbital energy (alpha / beta): -0.2857 / -0.2829 hartree

Geometry as ORCA input:
```
! RIJCOSX wB97M-V def2-TZVPD def2/J DEFGRID3
* xyz 0 7
Tb -0.134 -0.997 -0.593
O 2.150 -1.597 0.553
C 3.142 -2.554 0.135
C 3.093 -2.789 -1.360
N 1.749 -3.063 -1.846
C 1.188 -4.311 -1.348
C 0.586 -4.200 0.049
O 0.723 -5.084 0.864
O -0.065 -3.076 0.254
C 1.615 -2.874 -3.285
C 0.643 -1.760 -3.659
O 0.805 -1.140 -4.700
O -0.308 -1.554 -2.803
H 1.394 -2.158 0.828
H 4.119 -2.153 0.411
H 2.999 -3.476 0.700
H 3.460 -1.899 -1.877
H 3.798 -3.602 -1.600
H 0.369 -4.598 -2.010
H 1.923 -5.126 -1.342
H 2.579 -2.651 -3.746
H 1.250 -3.787 -3.765
N -2.620 -1.155 -1.533
C -3.159 0.070 -2.143
C -2.052 0.951 -2.682
N -1.102 1.264 -1.603
C -0.047 2.193 -2.017
C 1.048 1.464 -2.765
N 1.674 0.467 -1.875
H -2.376 -1.819 -2.260
H -3.301 -1.581 -0.918
H -3.699 0.609 -1.363
H -3.879 -0.139 -2.939
H -2.485 1.871 -3.098
H -1.512 0.439 -3.478
H -1.615 1.663 -0.823
H 0.360 2.656 -1.116
H -0.446 3.006 -2.637
H 1.777 2.189 -3.142
H 0.650 0.924 -3.623
H 2.281 0.916 -1.199
H 2.259 -0.151 -2.427
C 2.795 2.028 1.129
P 1.174 1.242 1.465
C 1.538 0.452 3.067
C 0.145 2.663 1.962
C 0.295 3.915 1.363
C -0.548 4.969 1.690
C -1.556 4.785 2.626
C -1.715 3.545 3.227
C -0.876 2.490 2.897
H 2.783 2.615 0.208
H 3.541 1.240 1.009
H 3.101 2.681 1.949
H 1.878 1.192 3.794
H 2.319 -0.291 2.904
H 0.662 -0.061 3.454
H 1.090 4.089 0.647
H -0.410 5.934 1.219
H -2.212 5.604 2.891
H -2.505 3.386 3.949
H -1.042 1.522 3.353
C -3.404 -0.499 3.542
C -2.290 -1.329 3.540
C -1.406 -1.286 2.462
C -1.590 -0.470 1.338
C -2.735 0.338 1.387
C -3.625 0.341 2.458
H -4.102 -0.512 4.371
H -2.112 -2.008 4.366
H -0.567 -1.978 2.496
H -2.968 1.021 0.572
H -4.491 0.995 2.442
*
```